C4H9NS | wB97M-V/def2-TZVPD

Calculated values
lowest unoccupied orbital energy: 0.924 eV
Kohn-Sham gap: 9.798 eV
highest occupied orbital energy: -8.87 eV
structure (SMILES): N[C@H]1C[C@H](S)C1
E_tot: -610.7044 hartree

XYZ file:
```
15
Properties=species:S:1:pos:R:3:forces:R:3:nbo_charge:R:1
C -0.726 -0.110 -0.520 -1.0 -0.4 -2.5 -0.019
C 0.108 1.030 0.127 -0.5 -1.8 -0.1 -0.432
C 1.139 -0.082 0.546 0.2 1.0 0.0 -0.340
C 0.134 -1.184 0.218 -2.0 0.5 -0.1 -0.441
H -2.424 0.413 0.461 -0.3 -0.3 -0.2 0.347
H -2.722 0.168 -1.136 0.2 0.1 0.0 0.364
H -0.615 -0.178 -1.680 0.4 0.1 2.0 0.189
H -0.497 1.364 0.958 0.2 0.4 0.5 0.196
H 0.429 1.840 -0.502 0.2 0.3 -0.1 0.220
H 1.475 -0.048 1.560 0.0 0.0 0.7 0.221
H 3.422 0.750 0.098 -0.4 0.1 0.2 0.123
H -0.404 -1.594 1.094 0.3 0.5 -0.1 0.221
H 0.274 -2.041 -0.411 1.1 -0.4 -0.3 0.226
N -2.198 -0.177 -0.341 0.9 0.4 0.8 -0.839
S 2.605 -0.152 -0.472 0.6 -0.5 -0.9 -0.036
```
Forces are in eV/Å.